# 1
117
Properties=species:S:1:pos:R:3:forces:R:3:mulliken_spin:R:1 method="wB97M-V/def2-TZVPD" lumo_energy_ev="3.961 / 3.961" e_homo_ev="-1.8 / -2.0" charge=-2 spin_multiplicity=5 orbital_gap_ev="5.730 / 5.924"
Cr -0.444801 1.776297 -0.208803 0.2 0.0 -0.2 3.986
C -1.543969 2.664658 -3.287044 0.0 -0.1 0.0 -0.003
C -0.953286 1.604675 -4.201475 0.0 0.1 0.0 -0.001
C -0.245461 2.257397 -5.395619 -0.1 0.0 0.1 0.002
C -0.034815 0.624500 -3.524726 0.0 -0.1 -0.1 0.010
C 0.312602 -0.602427 -4.103993 0.0 0.0 0.1 -0.017
C 1.086614 -1.255642 -3.174230 0.1 0.0 0.0 0.021
C 1.622539 -2.649611 -3.459889 0.1 0.1 0.1 -0.003
C 2.563010 -2.580847 -4.671830 0.0 0.0 0.0 0.000
C 2.309668 -3.454702 -2.361807 -0.1 0.0 0.0 0.000
N 1.228315 -0.415497 -2.107937 0.0 -0.2 0.0 -0.010
N 0.517276 0.736908 -2.328237 0.1 0.1 -0.2 0.048
B 1.708009 -0.705031 -0.664256 -0.1 0.1 0.2 -0.221
N 2.494803 0.484861 -0.069741 0.3 -0.1 -0.5 -0.049
N 1.909513 1.699898 0.081518 -0.2 0.0 0.4 0.059
C 2.827081 2.494580 0.626295 0.2 0.2 -0.1 0.015
C 4.031380 1.796958 0.799649 0.0 -0.1 0.1 -0.006
C 3.778367 0.517069 0.345201 0.0 0.1 0.1 0.008
C 4.730116 -0.642576 0.265355 0.1 0.0 0.0 -0.001
C 5.669874 -0.667723 1.471362 0.0 0.0 -0.1 0.000
C 5.526836 -0.581706 -1.041802 -0.1 -0.1 0.0 0.000
C 2.573887 3.918925 1.015755 -0.2 0.0 0.2 0.046
C 3.846858 4.759639 0.960832 0.0 0.0 0.0 0.001
C 1.933834 3.976414 2.407476 -0.1 0.0 -0.1 -0.024
N 0.685815 -0.572418 1.810312 0.0 -0.2 -0.1 -0.043
N 0.059778 0.567637 2.433158 -0.1 0.0 0.1 0.086
C -1.003257 -0.002141 3.062661 0.1 0.0 0.0 0.026
C -1.143387 -1.352321 2.956656 -0.1 -0.1 -0.2 0.018
C 0.056414 -1.897728 2.251979 0.1 0.0 0.2 -0.003
C 0.942667 -2.781335 3.152995 0.1 0.0 -0.1 0.001
C 2.418592 -2.798922 2.743391 -0.1 0.0 0.0 0.000
C 0.360664 -4.194243 3.170836 0.0 0.1 0.0 0.000
C -1.795315 0.849070 4.026333 0.1 0.1 0.0 -0.016
C -1.004368 0.890093 5.344333 0.0 0.0 0.0 0.000
C -2.064900 2.275320 3.550351 0.0 0.0 -0.1 0.019
H -2.300100 3.240745 -3.825513 0.0 0.0 0.0 0.002
H -0.774943 3.354208 -2.938094 0.0 0.0 0.0 -0.002
H -2.026915 2.194057 -2.428633 0.0 0.0 0.0 0.022
H -1.780223 0.992655 -4.577264 0.0 0.0 0.0 0.001
H 0.534804 2.934208 -5.039412 0.0 0.0 0.0 0.000
H -0.957684 2.837264 -5.988589 0.0 0.0 0.0 0.000
H 0.216395 1.509164 -6.042108 0.0 0.0 0.0 0.000
H -0.032934 -0.991121 -5.048670 0.0 0.0 0.0 0.000
H 0.732758 -3.216043 -3.752547 0.0 0.0 0.0 0.001
H 3.466802 -2.024687 -4.409547 0.0 0.0 0.0 0.000
H 2.090520 -2.077123 -5.513451 0.0 0.0 0.0 0.000
H 2.857098 -3.586425 -4.986551 0.0 0.0 0.0 0.000
H 3.223182 -2.969149 -2.019920 0.0 0.0 0.0 0.000
H 2.579736 -4.434337 -2.767330 0.0 0.0 0.0 0.000
H 1.654821 -3.608700 -1.505645 0.0 0.0 0.0 0.000
H 2.407985 -1.666549 -0.640791 0.1 -0.1 0.0 -0.001
H 4.950433 2.171510 1.217599 0.0 0.0 0.0 0.000
H 4.152399 -1.566112 0.259725 0.0 0.0 0.0 0.000
H 6.334550 0.199118 1.464094 0.0 0.0 0.0 0.000
H 6.290366 -1.566894 1.450386 0.0 0.0 0.0 0.000
H 5.110328 -0.654454 2.407215 0.0 0.0 0.0 0.000
H 6.120015 0.334789 -1.075728 0.0 0.0 0.0 0.000
H 4.852420 -0.581306 -1.899459 0.0 0.0 0.0 0.000
H 6.202580 -1.437177 -1.127310 0.0 0.0 0.0 0.000
H 1.857138 4.326855 0.304758 0.1 0.0 0.0 0.003
H 4.545108 4.485386 1.757513 0.0 0.0 0.0 0.000
H 3.597216 5.815484 1.082800 0.0 0.0 0.0 0.000
H 4.358352 4.638369 0.004365 0.0 0.0 0.0 0.000
H 2.608784 3.564710 3.163861 0.0 0.0 0.0 0.001
H 1.013528 3.390529 2.420531 0.0 0.0 0.1 0.039
H 1.692100 5.008253 2.675270 0.0 0.0 0.0 0.003
H -1.943210 -1.956897 3.351505 0.0 0.0 0.0 -0.002
H 0.865256 -2.364491 4.160954 0.0 0.0 0.0 0.001
H 2.538076 -2.975642 1.670574 0.0 0.0 0.0 0.000
H 2.950535 -3.592246 3.273758 0.0 0.0 0.0 0.000
H 2.916857 -1.857757 2.987056 0.0 0.0 0.0 0.000
H 0.514387 -4.687925 2.208580 0.0 0.0 0.0 0.000
H -0.713162 -4.162268 3.363541 0.0 0.0 0.0 0.000
H 0.833016 -4.805066 3.943175 0.0 0.0 0.0 0.000
H -2.746907 0.341796 4.205572 0.0 0.0 0.0 0.000
H -0.070090 1.432702 5.188181 0.0 0.0 0.0 0.000
H -0.766045 -0.119842 5.683274 0.0 0.0 0.0 0.000
H -1.578130 1.398598 6.124141 0.0 0.0 0.0 0.000
H -1.180068 2.685949 3.062641 0.0 0.0 0.0 0.019
H -2.324219 2.914608 4.399119 0.0 0.0 0.0 0.001
H -2.889755 2.307213 2.845231 0.0 0.0 -0.1 -0.002
N -2.919658 4.237351 -0.073703 0.0 -0.1 -0.2 0.010
C -3.293432 2.941351 0.222905 0.2 0.0 0.2 0.054
N -4.526146 2.635251 0.576481 0.0 0.0 0.1 -0.002
N -4.446332 1.324677 0.901076 -0.1 0.0 0.0 0.012
N -3.252004 0.886509 0.744471 0.1 0.0 -0.1 0.035
N -2.463109 1.896747 0.290740 -0.5 0.3 0.1 -0.161
C -1.680808 4.587985 -0.555693 0.0 0.0 0.0 0.045
N -1.450575 5.769875 -1.102627 0.0 0.0 0.0 -0.002
N -0.147475 5.725508 -1.441915 0.0 0.0 0.0 0.013
N 0.364662 4.593008 -1.119186 0.0 0.0 -0.1 0.013
N -0.587027 3.823477 -0.527219 0.0 0.4 0.0 -0.053
H -3.667190 4.864105 -0.317308 0.0 0.0 0.0 0.000
N -7.243589 -3.642314 1.371050 0.0 0.0 0.0 0.000
C -6.323314 -3.182236 0.405406 0.0 0.0 0.0 0.000
C -5.574425 -4.088864 -0.339890 0.0 0.0 0.0 0.000
C -4.660103 -3.631239 -1.277240 0.0 0.0 0.0 0.001
C -4.515265 -2.271700 -1.490655 0.0 0.0 0.0 0.002
C -5.276466 -1.361091 -0.768834 0.0 -0.1 0.0 0.000
C -6.177036 -1.815990 0.173827 0.0 0.0 0.0 0.000
S -3.267644 -1.643724 -2.588875 -0.2 0.0 0.0 0.000
O -3.939028 -0.844764 -3.586666 0.0 0.0 0.0 0.000
O -2.524544 -2.792570 -3.066285 0.0 0.0 0.1 0.001
N -2.415505 -0.646756 -1.693648 0.1 0.2 -0.1 0.044
C -1.587615 -1.028974 -0.748886 -0.1 -0.3 0.1 -0.073
S -1.531598 -2.730808 -0.077153 0.1 0.1 -0.1 0.001
C -0.001617 -2.357508 0.774052 -0.1 0.0 -0.1 -0.002
C 0.412237 -0.940958 0.327902 0.0 0.2 -0.1 -0.035
N -0.708569 -0.243063 -0.190910 -0.1 -0.5 0.4 0.052
H -6.966563 -4.519225 1.786362 0.0 0.0 0.0 0.000
H -7.423068 -2.954535 2.087782 0.0 0.0 0.0 0.000
H -5.685766 -5.152390 -0.155023 0.0 0.0 0.0 0.000
H -4.035146 -4.315182 -1.836214 0.0 0.0 0.0 0.000
H -5.122795 -0.301398 -0.914127 0.0 0.0 0.1 0.000
H -6.736198 -1.104904 0.770981 0.0 0.0 0.0 0.000
H 0.735553 -3.124025 0.535456 0.0 0.0 0.0 0.001
H 1.693096 -0.507565 1.939628 0.0 0.1 0.0 0.015



# 2
133
Properties=species:S:1:pos:R:3:forces:R:3:lowdin_charge:R:1 method="wB97M-V/def2-TZVPD" lumo_energy_ev=0.344 e_homo_ev=-9.2 orbital_gap_ev=9.505
C -8.418648 0.530101 4.217920 -0.1 0.6 -0.2 -0.079
C -8.197708 -0.858319 3.817080 0.0 1.0 0.3 -0.284
N -8.022148 -1.938179 3.489970 0.1 -0.6 -0.2 0.123
H -8.474278 0.665821 5.298010 0.0 -0.3 -0.1 0.081
H -9.328118 0.926361 3.766330 -0.2 -0.3 0.1 0.079
H -7.643818 1.202291 3.849260 0.3 -0.3 0.0 0.080
C 1.370592 -9.638619 -0.667770 -0.4 -0.8 0.9 -0.076
C 2.568472 -10.081189 0.099910 0.4 0.3 0.0 -0.266
N 3.475642 -10.417579 0.736350 -1.1 0.3 -0.8 0.115
H 1.403002 -9.810509 -1.743650 0.5 0.3 0.2 0.078
H 0.997902 -8.652439 -0.390950 0.7 0.2 -0.2 0.076
H 0.554592 -10.262659 -0.303350 0.0 -0.3 -0.1 0.073
C -1.952328 5.242361 3.824840 0.0 -0.4 1.0 -0.067
O -2.069658 4.748131 5.205090 -1.5 0.3 -1.2 -0.201
C -1.133618 5.149261 6.166270 1.8 2.2 -1.6 -0.178
C -1.002758 6.733551 6.377570 -1.5 -0.5 0.5 -0.161
O -0.385758 7.462181 5.335920 0.6 -1.5 -0.8 -0.149
C -0.623338 8.823241 5.215680 0.8 1.0 1.3 -0.193
C -0.017698 9.658041 6.411840 -0.7 0.0 0.0 -0.161
O -0.691728 9.495901 7.677280 -0.2 0.4 -0.6 -0.213
C -1.940038 10.181651 7.784600 0.4 -0.4 0.1 -0.102
H -0.917908 5.375841 3.508210 0.1 -0.1 0.2 0.084
H -2.486168 6.174691 3.640800 0.1 0.2 0.5 0.077
H -2.429528 4.521051 3.161430 0.1 -0.3 0.3 0.079
H -0.199548 4.797871 5.727920 0.7 0.1 0.6 0.114
H -1.294838 4.654611 7.124090 -0.4 0.1 -0.2 0.122
H -0.585038 7.010591 7.345480 0.5 -0.4 0.1 0.114
H -2.024398 7.103651 6.463470 -0.5 0.0 0.0 0.119
H -1.668298 9.079581 5.041180 -0.5 -0.2 0.5 0.113
H -0.170948 9.162511 4.283830 0.5 -0.1 0.1 0.123
H 0.009782 10.706351 6.114560 -0.4 0.4 0.0 0.111
H 1.025932 9.463981 6.659350 0.0 -0.7 -0.4 0.124
H -2.366388 9.912321 8.750920 -0.1 -0.3 -0.2 0.088
H -2.596188 9.903831 6.959750 -0.2 0.0 0.1 0.076
H -1.847808 11.267281 7.816320 0.4 0.2 -0.3 0.082
C -4.722978 -4.445959 -13.165230 -0.8 0.6 -1.3 -0.055
C -5.675578 -3.278619 -12.797250 0.7 -0.9 0.7 -0.165
O -5.101648 -2.624539 -11.623310 -0.3 -0.4 1.6 -0.004
C -5.250348 -3.218539 -10.398810 -3.8 -2.3 -1.9 -0.331
O -5.995638 -4.176159 -10.142900 2.2 2.2 -1.0 0.131
C -4.592958 -2.493049 -9.265190 0.0 -0.2 -1.3 -0.602
F -3.718408 -3.306029 -8.714710 0.3 -0.6 1.3 0.195
F -3.893548 -1.485939 -9.758480 0.0 1.3 0.6 0.180
F -5.560368 -2.123219 -8.416350 0.9 0.3 0.1 0.185
H -4.728888 -4.469769 -14.254960 0.0 -0.3 -0.2 0.068
H -5.053168 -5.435349 -12.848720 0.1 0.3 0.4 0.078
H -3.679628 -4.242519 -12.924080 -0.2 0.0 0.4 0.083
H -6.704248 -3.594359 -12.623350 0.2 -0.3 0.4 0.119
H -5.769778 -2.516109 -13.570430 0.6 0.1 0.2 0.119
C 5.427592 5.101921 -8.351500 -0.5 -0.2 -1.1 -0.048
C 4.922262 5.260561 -9.823800 -0.7 0.1 1.6 -0.202
O 5.837292 5.667931 -10.806590 1.9 1.4 -1.1 0.005
C 6.472892 6.854081 -10.770660 0.3 1.3 1.5 -0.308
O 6.613662 7.638421 -9.825040 -0.8 -2.3 -2.6 0.128
C 7.191032 7.178581 -12.174730 0.0 -1.8 1.8 -0.536
F 6.963752 6.176141 -13.069980 -0.1 1.5 0.3 0.138
F 6.879762 8.380231 -12.592470 -0.7 0.1 -0.8 0.195
F 8.501392 7.193361 -11.933690 0.4 -0.2 0.0 0.159
H 6.257492 4.400521 -8.265470 0.2 0.3 -0.2 0.076
H 4.614682 4.611191 -7.816270 -0.2 0.2 0.1 0.072
H 5.638072 6.067711 -7.892090 0.1 -0.2 -0.1 0.070
H 4.115562 5.992021 -9.871880 -0.2 0.0 0.4 0.126
H 4.515472 4.336371 -10.234260 0.2 -0.1 0.3 0.124
C -1.449708 6.707991 -5.115190 0.2 0.9 0.1 -0.058
C -1.419608 7.906361 -4.145230 -0.8 -1.9 -1.2 -0.202
O -0.354398 8.774261 -4.474850 0.8 -0.5 -0.5 0.054
C -0.264438 9.830921 -3.739440 -3.3 2.5 3.6 -0.374
O -1.091708 10.187341 -2.862590 2.7 -1.1 -2.7 0.111
C 0.999152 10.629071 -4.044520 -0.3 -0.4 -0.8 -0.582
F 1.001742 11.024631 -5.328420 -0.2 0.4 0.0 0.164
F 1.214712 11.668461 -3.265000 -0.2 0.0 0.1 0.199
F 1.978312 9.755131 -3.925700 1.4 -0.4 0.4 0.183
H -0.581978 6.056431 -5.012130 -0.1 0.0 0.2 0.078
H -1.484898 7.037981 -6.153450 -0.2 0.0 0.0 0.077
H -2.369648 6.188251 -4.847460 0.1 -0.3 -0.3 0.080
H -1.280218 7.436841 -3.171460 -0.2 0.8 0.4 0.136
H -2.355838 8.445821 -4.288570 0.0 0.0 0.6 0.133
C 0.520782 -6.301279 10.713990 1.0 0.9 0.8 -0.050
C 0.111312 -5.603669 12.031940 1.4 -0.6 -1.0 -0.194
O -1.151848 -4.976869 11.819750 -0.6 1.0 0.7 0.018
C -1.258678 -3.697509 11.431890 3.8 2.0 -1.4 -0.294
O -0.346138 -2.876079 11.096410 -3.7 -3.6 1.8 0.102
C -2.749068 -3.370869 11.190210 -0.1 1.1 -0.8 -0.580
F -3.534988 -4.379589 11.479690 -0.6 -0.4 0.8 0.189
F -3.184358 -2.235279 11.754930 0.4 -0.5 0.9 0.164
F -2.904548 -3.135869 9.892500 0.3 -0.2 -1.2 0.166
H -0.193088 -7.018709 10.309270 -0.2 0.4 0.1 0.082
H 1.444772 -6.840969 10.921490 0.0 -0.2 0.0 0.076
H 0.812692 -5.510329 10.023130 -0.4 -0.2 -0.4 0.078
H 0.845782 -4.889839 12.404890 0.0 0.4 -0.7 0.124
H 0.160842 -6.353249 12.821730 -1.4 0.0 0.2 0.120
C -0.162698 -2.562929 2.182390 0.2 -0.3 -0.9 -0.060
C -0.800598 -2.973759 0.843770 0.9 -0.2 0.5 -0.155
O 0.273042 -2.958509 -0.205960 -0.7 1.2 -0.7 0.002
C 0.393032 -1.842269 -0.977300 -2.8 1.9 2.0 -0.321
O -0.250448 -0.784489 -0.816980 2.1 -3.3 -0.6 0.111
C 1.445762 -1.950159 -2.102750 0.4 0.0 1.4 -0.530
F 0.972382 -1.385439 -3.199320 -0.1 -1.0 -0.5 0.185
F 2.492232 -1.182559 -1.739230 0.2 -0.6 0.0 0.153
F 1.867562 -3.239269 -2.243650 -0.4 1.5 -0.6 0.146
H 0.653262 -3.239359 2.436840 -0.1 -0.2 -0.2 0.076
H -0.886868 -2.643769 2.993040 0.0 0.5 -0.1 0.081
H 0.310522 -1.588529 2.061080 -0.4 0.2 0.4 0.079
H -1.685938 -2.401039 0.567610 0.5 0.4 -0.2 0.119
H -1.134068 -4.008789 0.918770 0.3 -0.1 -0.4 0.115
C 8.927702 -2.021739 -4.943380 -0.4 -0.8 1.4 -0.052
C 9.437792 -1.189619 -3.716320 0.4 -0.2 -1.4 -0.166
O 8.863772 -1.499769 -2.432760 -1.3 0.4 0.2 0.032
C 9.172462 -2.583889 -1.757550 1.8 -1.1 -1.9 -0.377
O 10.020132 -3.392389 -2.103380 -1.3 1.1 0.8 0.144
C 8.338222 -2.842729 -0.486110 0.5 0.4 -0.4 -0.574
F 7.321702 -1.996679 -0.254190 0.9 0.2 0.2 0.168
F 7.806252 -4.023899 -0.605130 -0.8 -1.6 -0.2 0.197
F 9.215122 -2.922359 0.519830 -0.4 0.8 0.6 0.170
H 9.392662 -1.817919 -5.907940 0.1 0.6 0.3 0.077
H 7.842512 -1.968649 -5.030810 0.0 0.5 -0.1 0.073
H 9.094362 -3.087679 -4.788140 0.3 0.0 0.2 0.068
H 9.156192 -0.149319 -3.879360 0.1 -0.1 0.2 0.119
H 10.521982 -1.259589 -3.628450 0.0 -0.1 0.0 0.122
C -5.243578 -8.934779 7.044070 0.3 0.2 -0.6 -0.058
C -5.260368 -9.809039 5.761120 -0.9 0.9 1.3 -0.225
O -4.454418 -10.953719 5.882160 3.9 -2.0 -0.1 -0.025
C -3.049028 -10.960469 5.638750 -2.6 1.9 -0.1 -0.285
O -2.450868 -10.015049 5.213190 -0.2 -0.8 0.3 0.172
C -2.343038 -12.314099 5.922160 -0.2 -0.8 -1.1 -0.538
F -2.206338 -13.016099 4.772960 -1.2 0.0 -0.1 0.144
F -1.075548 -12.142779 6.250620 0.0 0.6 1.4 0.180
F -3.021048 -13.055509 6.810590 0.7 0.4 -0.3 0.168
H -5.917928 -8.087999 6.916370 -0.1 0.0 -0.2 0.074
H -4.250498 -8.508519 7.186170 0.1 -0.1 0.1 0.072
H -5.553468 -9.417479 7.970930 0.1 -0.4 -0.3 0.075
H -5.070428 -9.182839 4.889400 0.3 -0.3 -0.1 0.124
H -6.237418 -10.286339 5.685820 -0.2 0.4 -0.3 0.122



Calculated values (kcal per mole) of relative energy (zero: lowest compared OMol25 entry of this formula, charge and spin) for the records, taken in order: 68.4, 30.6.